Entry 1:
{"formula": "C18H37N2O10", "method": "ωB97M-V/def2-TZVPD", "species": ["O", "H", "H", "H", "C", "C", "C", "O", "C", "C", "C", "O", "O", "O", "H", "H", "O", "H", "H", "C", "O", "C", "C", "N", "C", "C", "O", "C", "H", "H", "H", "H", "H", "H", "H", "H", "H", "H", "H", "H", "H", "H", "H", "C", "O", "C", "C", "N", "C", "C", "O", "C", "H", "H", "H", "H", "H", "H", "H", "H", "H", "H", "H", "H", "H", "H", "H"], "positions_angstrom": [[0.38058, -0.33114, -0.31437], [0.20413, 0.36856, -0.99110], [1.24967, -0.83421, -0.46631], [-0.40609, -0.99097, -0.37105], [-2.94447, -3.16699, 1.01103], [-1.79982, -2.68675, 0.28538], [-0.39209, -3.40339, 0.39598], [0.59365, -2.90188, -0.19203], [-0.35637, -4.58602, 1.16383], [-1.54498, -5.10708, 1.71381], [-2.85880, -4.36512, 1.72011], [-3.85741, -4.74359, 2.38010], [-1.46483, -6.26695, 2.19352], [-1.80980, -1.60581, -0.35385], [-3.90805, -2.67973, 0.98533], [0.56797, -5.14174, 1.19616], [-0.67133, 1.78429, 1.40690], [-0.15579, 1.38240, 2.11338], [-1.56187, 1.42700, 1.52136], [0.42708, 2.31850, -2.61555], [-0.54459, 1.44836, -2.10102], [-1.86884, 1.86970, -2.39061], [-2.25313, 3.30265, -1.97029], [-2.21692, 3.45241, -0.51417], [-2.48095, 4.80874, -0.08233], [-2.69549, 4.83751, 1.43189], [-3.05222, 6.11969, 1.89626], [-3.15388, 6.19643, 3.29159], [0.60078, 3.16880, -1.94465], [0.17169, 2.77849, -3.57750], [1.39476, 1.85168, -2.80437], [-2.55023, 1.17241, -1.90328], [-2.08689, 1.78300, -3.46081], [-3.31810, 3.37510, -2.20372], [-1.63597, 4.00864, -2.53694], [-1.31625, 3.09079, -0.21566], [-3.43166, 5.13846, -0.50337], [-1.64600, 5.49649, -0.25663], [-1.76936, 4.59075, 1.97194], [-3.40615, 4.05249, 1.71902], [-2.30076, 5.73010, 3.79008], [-4.08860, 5.78749, 3.69120], [-3.21999, 7.24048, 3.60108], [0.09055, -1.74267, -3.17503], [1.39563, -1.34751, -2.80546], [2.29620, -2.39671, -2.62740], [3.39767, -2.02917, -1.61048], [2.78759, -1.55880, -0.35430], [3.86025, -1.14710, 0.57717], [4.49337, -2.35229, 1.28602], [3.65010, -3.13004, 2.05663], [3.27371, -2.61701, 3.30752], [-0.54328, -0.88797, -3.41468], [-0.36572, -2.31495, -2.36506], [0.11403, -2.28161, -4.13048], [2.75001, -2.80610, -3.53774], [1.81260, -3.26433, -2.15889], [3.95939, -1.17455, -1.99716], [4.02328, -2.92263, -1.54770], [2.33676, -2.39418, 0.04173], [3.33489, -0.48844, 1.27765], [4.56718, -0.52105, 0.03290], [5.41569, -1.97745, 1.76460], [4.97330, -3.04217, 0.58479], [2.37422, -3.08600, 3.69702], [3.12491, -1.53162, 3.32131], [4.05500, -2.75569, 4.06669]], "e_above_lowest_kcal_mol": 2.7, "orbital_gap_ev": 5.55, "spin_multiplicity": 1, "charge": -1}


Entry 2:
{"formula": "C6H8N2S", "method": "ωB97M-V/def2-TZVPD", "species": ["C", "C", "C", "C", "C", "C", "N", "N", "S", "H", "H", "H", "H", "H", "H", "H", "H"], "positions_angstrom": [[1.10098, -0.71191, -1.69051], [0.03031, -0.06053, -1.12754], [-0.00515, -0.51582, 0.21772], [-0.90704, -0.16351, 1.34453], [-0.78463, 1.09107, -1.56490], [-0.18093, 0.67708, 2.37423], [0.85921, -1.46919, 0.45262], [1.56936, -1.61003, -0.71445], [-2.38156, -0.82368, 1.35956], [1.56902, -0.93237, -2.66856], [-0.61354, 2.01431, -0.97982], [-0.50688, 1.29429, -2.58635], [-1.83800, 0.97255, -1.45104], [-0.13639, 0.22030, 3.40683], [-0.66188, 1.75422, 2.49714], [0.81644, 0.75588, 1.97645], [2.07066, -2.49266, -0.84592]], "e_above_lowest_kcal_mol": 35.2, "orbital_gap_ev": [8.34, 8.33], "spin_multiplicity": 1, "smiles": "CC(=S)c1n[nH]cc1C"}


Entry 3:
{"formula": "C32H34BClCoFN7O5S2", "method": "ωB97M-V/def2-TZVPD", "species": ["Co", "F", "C", "C", "C", "C", "O", "C", "C", "N", "C", "C", "C", "C", "C", "C", "N", "C", "C", "N", "C", "C", "C", "O", "O", "H", "H", "H", "H", "H", "H", "H", "H", "H", "H", "H", "H", "H", "H", "H", "H", "H", "H", "C", "N", "C", "C", "N", "B", "N", "C", "C", "N", "C", "C", "S", "C", "S", "H", "H", "H", "H", "H", "H", "H", "H", "H", "H", "H", "H", "Cl", "C", "C", "C", "C", "C", "C", "C", "O", "O", "H", "H", "H", "H"], "positions_angstrom": [[0.07456, -0.23151, -2.85124], [1.26685, 2.03938, 3.54150], [0.58948, 0.91559, 3.20510], [0.42898, 0.59815, 1.88450], [-0.21812, -0.58378, 1.52846], [-0.35890, -0.89972, 0.09226], [-0.04285, -0.02932, -0.71333], [-0.85386, -2.21753, -0.19572], [-1.31073, -2.97489, 0.82675], [-1.31955, -2.61732, 2.14748], [-1.81279, -3.53684, 3.13418], [-3.10401, -4.23858, 2.86203], [-3.04730, -3.16597, 3.91044], [-0.70496, -1.43928, 2.52443], [-0.56546, -1.07178, 3.86714], [0.08648, 0.10069, 4.21721], [0.20507, 0.42061, 5.60190], [0.98867, -0.47575, 6.43594], [0.27449, -0.57855, 7.79719], [-0.60583, 0.63542, 7.91331], [0.15990, 1.86699, 7.53127], [0.39615, 1.80121, 6.00873], [-0.91051, -2.85338, -1.59071], [-1.43487, -3.96570, -1.65880], [-0.38749, -2.19731, -2.53176], [0.81615, 1.23769, 1.10186], [-1.71258, -3.95042, 0.58579], [-1.03974, -4.09498, 3.65354], [-3.18481, -5.26922, 3.17383], [-3.61027, -4.00016, 1.93778], [-3.09898, -3.45742, 4.95117], [-3.50641, -2.21729, 3.66746], [-0.98622, -1.69869, 4.64199], [2.01430, -0.10727, 6.56809], [1.05266, -1.45773, 5.97589], [0.96347, -0.56707, 8.63959], [-0.37292, -1.45046, 7.86893], [-1.03039, 0.70924, 8.83500], [-1.33981, 0.51832, 7.20752], [1.08779, 1.83891, 8.09946], [-0.40995, 2.74372, 7.82838], [1.39696, 2.18765, 5.79580], [-0.32447, 2.42646, 5.48246], [2.81068, 2.40334, -1.93866], [3.03875, 1.88922, -3.26772], [3.30481, 2.63389, -4.39551], [3.41721, 1.75314, -5.41498], [3.22606, 0.48509, -4.92093], [3.41758, -0.78018, -5.81504], [2.34173, -1.87869, -5.55217], [2.66665, -3.21373, -5.53666], [1.52572, -3.93056, -5.42080], [0.49602, -3.02093, -5.36209], [-0.91300, -3.34565, -5.27639], [1.00965, -1.77119, -5.42784], [0.07717, -0.33143, -5.31349], [2.98120, 0.57925, -3.60658], [2.58922, -0.68038, -2.51312], [2.83750, 3.49088, -1.98700], [3.58397, 2.04579, -1.25814], [1.83424, 2.07715, -1.58519], [3.36430, 3.70704, -4.36942], [3.60087, 1.91453, -6.46121], [4.48802, -1.28975, -5.57700], [3.34611, -0.39587, -6.95864], [3.69108, -3.53231, -5.59571], [1.35121, -4.98942, -5.35725], [-1.00809, -4.35810, -4.89128], [-1.37734, -3.27017, -6.26079], [-1.39326, -2.66165, -4.58622], [-3.73355, 7.37022, -2.31846], [-2.99056, 5.79920, -2.47841], [-3.79551, 4.68626, -2.65666], [-3.19859, 3.44058, -2.77030], [-1.81694, 3.31220, -2.71529], [-1.02882, 4.44449, -2.54984], [-1.61019, 5.69674, -2.42468], [-1.18241, 1.95138, -2.81611], [-1.90993, 0.93539, -2.78183], [0.07635, 1.88368, -2.91193], [-4.86973, 4.79988, -2.70520], [-3.79462, 2.54738, -2.90110], [0.04628, 4.32593, -2.52974], [-1.00800, 6.58523, -2.29343]], "orbital_gap_ev": [3.80, 4.20], "s_squared": 3.757, "spin_multiplicity": 4}


Entry 4:
{"formula": "C33H24CrIN3O6", "method": "ωB97M-V/def2-TZVPD", "species": ["Cr", "O", "C", "C", "C", "C", "C", "C", "C", "N", "C", "C", "N", "C", "C", "C", "C", "C", "C", "C", "O", "H", "H", "H", "H", "H", "H", "H", "H", "H", "H", "H", "H", "H", "H", "I", "C", "C", "C", "C", "C", "C", "C", "C", "C", "C", "H", "H", "H", "H", "H", "H", "O", "C", "O", "C", "C", "C", "C", "C", "C", "N", "O", "O", "H", "H", "H", "H"], "positions_angstrom": [[1.04220, 0.20112, 0.47278], [-0.23292, -1.16533, 0.08486], [-0.59183, -2.26747, 0.65653], [-1.35572, -3.21688, -0.07321], [-1.55108, -4.48347, 0.37394], [-1.09174, -4.93446, 1.62229], [-0.51876, -3.99659, 2.42719], [-0.10715, -2.71926, 1.93589], [0.55701, -1.77343, 2.79037], [1.10102, -0.70924, 2.37716], [1.88386, 0.10072, 3.34796], [2.09221, 1.45767, 2.84223], [2.47938, 1.39234, 1.39496], [3.66935, 1.53496, 0.98059], [4.24024, 1.02694, -0.26553], [5.39352, 1.58905, -0.84689], [6.11103, 0.99283, -1.84426], [5.65381, -0.26603, -2.30153], [4.54701, -0.85107, -1.75046], [3.71779, -0.19271, -0.78795], [2.70506, -0.77473, -0.26647], [-1.69342, -2.90895, -1.03498], [-2.03609, -5.18215, -0.34052], [-1.26331, -5.92633, 1.94864], [-0.30758, -4.11275, 3.49394], [0.59547, -2.04454, 3.86950], [2.78127, -0.53038, 3.59677], [1.24149, 0.07211, 4.24005], [2.97523, 1.95962, 3.33897], [1.15302, 1.99430, 2.93970], [4.39019, 2.10512, 1.64934], [5.72987, 2.52350, -0.44108], [6.98650, 1.46030, -2.29633], [6.30413, -0.78093, -3.02760], [4.30751, -1.90493, -1.88811], [0.81475, -1.34339, -2.82266], [-0.59617, 0.15422, -2.81138], [-1.74905, -0.07402, -3.52667], [-2.56971, 1.01167, -3.79248], [-2.21446, 2.25262, -3.39641], [-1.06584, 2.46492, -2.54696], [-0.85255, 3.73579, -2.02516], [0.18828, 3.94878, -1.18095], [0.88244, 2.84718, -0.64784], [0.75732, 1.58527, -1.17349], [-0.28015, 1.37669, -2.17721], [-1.90975, -1.03574, -4.01256], [-3.46869, 0.85057, -4.38304], [-2.86375, 3.10655, -3.55319], [-1.57723, 4.54408, -2.30728], [0.28643, 4.86619, -0.66688], [1.63197, 2.96771, 0.12975], [-1.41012, 1.04743, 3.32980], [-1.40674, 0.81949, 2.14293], [-0.44081, 1.14414, 1.34565], [-2.58665, 0.20012, 1.46874], [-3.30622, -0.76050, 2.17035], [-4.39180, -1.37388, 1.62796], [-4.87288, -1.00106, 0.37824], [-4.13540, -0.07258, -0.32212], [-3.02858, 0.62509, 0.23019], [-4.72191, 0.39522, -1.57223], [-4.74254, 1.59609, -1.79800], [-5.14729, -0.41910, -2.32577], [-2.99467, -0.92973, 3.19955], [-4.94862, -2.10815, 2.21438], [-5.73495, -1.42927, -0.13804], [-2.45322, 1.33867, -0.27595]], "e_above_lowest_kcal_mol": 32.2, "orbital_gap_ev": [7.13, 7.20], "s_squared": 3.789, "spin_multiplicity": 4, "charge": -1}


Entry 5:
{"formula": "H15LiO8", "method": "ωB97M-V/def2-TZVPD", "species": ["Li", "O", "H", "O", "H", "H", "O", "H", "H", "O", "H", "H", "O", "H", "H", "O", "H", "H", "O", "H", "H", "O", "H", "H"], "positions_angstrom": [[0.08539, -0.35694, 0.13116], [0.95631, 1.33274, 0.44010], [1.18995, 1.39633, 1.40266], [-2.64896, -2.10940, -1.56696], [-2.41208, -2.52818, -0.70022], [-2.32900, -1.27750, -1.31273], [0.18423, -0.92066, 2.19768], [0.74487, -0.39282, 2.67411], [-0.11004, -1.49353, 2.86523], [3.35440, 0.62206, -0.06141], [3.03001, -0.35532, 0.12256], [2.58956, 1.20445, -0.17515], [-1.37750, 2.65161, 0.75515], [-1.39836, 3.37250, -0.01916], [-0.39808, 2.42166, 0.70138], [1.39762, -1.82823, -0.67618], [0.73508, -2.48080, -1.16307], [2.26055, -1.98479, -0.89303], [0.01069, 0.76723, -2.11863], [0.48330, 1.24976, -1.39321], [0.61670, 0.07811, -2.45019], [-2.09781, 0.00427, 0.15563], [-2.77691, -0.40223, 0.73098], [-2.08991, 1.02968, 0.35329]], "e_above_lowest_kcal_mol": 6.5, "orbital_gap_ev": 8.77, "spin_multiplicity": 1}


| no. | E (eV) |
| --- | --- |
| 1 | -42718.6091 |
| 2 | -20165.5144 |
| 3 | -129620.2505 |
| 4 | -87888.6247 |
| 5 | -16829.6822 |